[1]
C23H29FeN4O4 | ωB97M-V/def2-TZVPD

Cartesian coordinates (Å):
C -2.536 3.499 -3.028
O -1.236 4.093 -3.147
C -0.156 3.216 -3.211
C 0.431 2.682 -2.020
C 0.928 1.272 -2.140
C 1.808 1.182 -3.310
C 1.718 2.169 -4.311
C 0.502 2.938 -4.427
Fe 1.880 3.819 -2.956
C 2.907 3.762 -1.526
O 3.711 3.884 -0.695
C 1.306 5.403 -2.559
O 1.139 6.514 -2.257
C 3.164 4.546 -3.954
O 4.083 5.210 -4.231
H -3.235 4.312 -2.831
H -2.773 3.005 -3.980
H -2.557 2.757 -2.213
H 0.002 2.978 -1.057
H 1.443 0.928 -1.237
H 0.100 0.527 -2.178
H 2.592 0.420 -3.320
H 2.395 2.147 -5.174
H 0.140 3.355 -5.367
C -3.844 -3.659 -0.686
C -2.600 -4.331 -0.117
N -2.002 -3.613 1.016
C -2.061 -4.340 2.255
C -1.860 -3.452 3.465
N -0.814 -2.487 3.262
C -0.111 -2.033 4.432
C 0.441 -0.630 4.268
N 1.055 -0.459 2.981
C 1.969 0.685 2.843
C 3.360 0.276 2.364
C 0.481 -1.025 1.873
C 0.768 -0.585 0.564
N 0.097 -0.986 -0.518
C -0.803 -1.971 -0.399
C -1.134 -2.565 0.861
C -0.501 -2.038 2.024
H -4.240 -4.292 -1.490
H -4.621 -3.564 0.084
H -3.628 -2.664 -1.098
H -2.875 -5.317 0.282
H -1.851 -4.465 -0.910
H -3.052 -4.807 2.305
H -1.295 -5.138 2.265
H -2.802 -2.923 3.704
H -1.580 -4.060 4.333
H -0.816 -2.062 5.268
H 0.714 -2.731 4.656
H -0.387 0.096 4.399
H 1.211 -0.433 5.026
H 1.541 1.426 2.146
H 2.031 1.151 3.836
H 3.970 1.177 2.223
H 3.847 -0.355 3.120
H 3.341 -0.279 1.417
H 1.562 0.144 0.403
H -1.268 -2.308 -1.329

Charge ... +1
Spin multiplicity ... 5
Lowest unoccupied orbital energy (spin up / spin down) ... -0.092 / -0.216 Eh

Atomic partial charges in e from the Mulliken method, atoms 1 to 6: -0.741 -0.404 -0.371 -0.127 1.381 -0.782

---

[2]
C23H29N3O4S | ωB97M-V/def2-TZVPD

Cartesian coordinates (Å):
C 3.396 2.814 -2.289
H 3.607 3.888 -2.296
O 2.939 2.388 -1.028
C 1.795 2.956 -0.522
C 1.004 3.880 -1.184
C -0.144 4.372 -0.581
C -0.501 3.955 0.687
C 0.291 3.043 1.364
C 1.434 2.533 0.770
N 2.235 1.613 1.448
S 1.564 0.213 2.103
O 0.688 0.616 3.163
O 2.680 -0.618 2.439
C 0.529 -0.514 0.827
C -0.788 -0.107 0.888
C -1.762 -0.683 0.079
C -1.384 -1.719 -0.773
C -0.068 -2.120 -0.831
C 0.940 -1.516 -0.061
N 2.255 -1.925 -0.139
C 3.272 -1.001 -0.587
C 4.601 -1.310 0.094
C 5.000 -2.750 -0.213
C 3.869 -3.683 0.208
C 2.568 -3.291 -0.494
H 1.759 -3.941 -0.157
H 2.690 -3.409 -1.585
H 4.115 -4.719 -0.030
H 3.718 -3.595 1.284
H 5.917 -3.010 0.317
H 5.187 -2.861 -1.285
H 5.366 -0.615 -0.256
H 4.469 -1.187 1.169
H 2.949 0.018 -0.385
H 3.394 -1.101 -1.682
H 0.201 -2.914 -1.511
H -2.127 -2.196 -1.391
N -3.072 -0.214 0.188
C -4.187 -0.619 -0.490
O -4.198 -1.465 -1.355
C -5.427 0.116 -0.016
H -5.304 1.183 -0.219
C -6.760 -0.461 -0.514
H -7.352 0.203 -1.140
H -6.618 -1.406 -1.033
C -7.239 -0.608 0.938
H -7.547 -1.611 1.226
H -8.026 0.092 1.209
C -5.849 -0.185 1.439
H -5.838 0.670 2.114
H -5.283 -0.998 1.890
H -3.200 0.501 0.891
H -1.051 0.641 1.618
H 3.129 1.447 1.010
H 0.047 2.713 2.361
H -1.390 4.347 1.157
H -0.753 5.087 -1.112
H 1.265 4.218 -2.174
H 4.318 2.264 -2.467
H 2.675 2.578 -3.077

Energy relative to the best compared isomer or geometry (same formula, charge and spin) ... 2.660 eV
Charge ... 0
Spin multiplicity ... 1
Lowest unoccupied orbital energy ... 0.019 Eh
SMILES ... COc1ccccc1NS(=O)(=O)c1cc(NC(=O)C2CCC2)ccc1N1CCCCC1

Atomic partial charges in e from the natural (NBO) method, atoms 1 to 6: -0.249 0.181 -0.518 0.260 -0.282 -0.206

---

[3]
C23H29N6O6Sn | ωB97M-V/def2-TZVPD

Cartesian coordinates (Å):
Sn 1.276 0.868 0.316
C -2.734 -1.300 -0.107
C -2.684 -0.801 1.289
O -1.668 0.035 1.592
C -3.477 -0.987 2.369
C -2.908 -0.221 3.405
C -3.336 -0.019 4.809
N -1.838 0.379 2.926
N -1.006 1.152 3.647
C -0.097 1.908 3.086
O 0.210 1.980 1.844
C 0.640 2.790 4.028
C 0.748 2.477 5.380
C 1.432 3.328 6.232
C 1.999 4.497 5.740
C 1.895 4.809 4.392
C 1.225 3.952 3.534
H -1.762 -1.196 -0.584
H -3.474 -0.741 -0.682
H -3.019 -2.350 -0.115
H -4.353 -1.608 2.438
H -4.059 -0.779 5.094
H -3.791 0.966 4.918
H -2.474 -0.054 5.473
H 0.308 1.562 5.753
H 1.527 3.078 7.280
H 2.527 5.163 6.410
H 2.337 5.719 4.010
H 1.137 4.183 2.481
O 2.672 -4.985 1.649
C 2.234 -4.978 0.403
O 2.189 -5.963 -0.285
C 1.786 -3.668 -0.167
C 1.403 -3.536 -1.486
N 1.079 -2.247 -1.679
N 1.223 -1.523 -0.563
C 1.660 -2.369 0.359
C 1.870 -1.810 1.733
O 2.326 -2.514 2.616
O 1.507 -0.576 1.868
H 2.599 -4.094 2.076
H 1.343 -4.284 -2.259
H 0.758 -1.795 -2.520
C 0.961 -0.524 -6.295
C 0.464 0.817 -5.772
N -0.166 0.743 -4.449
C -1.591 0.423 -4.397
C -1.902 -1.032 -4.048
C 0.543 0.886 -3.305
C 2.007 1.220 -3.422
N 0.050 0.774 -2.108
H 1.468 -0.388 -7.250
H 0.135 -1.218 -6.456
H 1.669 -0.986 -5.603
H -0.281 1.222 -6.457
H 1.276 1.540 -5.742
H -2.003 0.653 -5.377
H -2.079 1.099 -3.691
H -1.430 -1.711 -4.758
H -2.978 -1.202 -4.090
H -1.562 -1.296 -3.045
H 2.539 0.526 -4.071
H 2.461 1.192 -2.436
H 2.135 2.224 -3.827
H -0.948 0.589 -2.107

Energy relative to the best compared isomer or geometry (same formula, charge and spin) ... 1.019 eV
Charge ... +1
Spin multiplicity ... 1
Lowest unoccupied orbital energy ... -0.108 Eh

Atomic partial charges in e from the natural (NBO) method, atoms 1 to 6: 1.539 -0.677 0.388 -0.258 -0.334 0.282

---

[4]
C23H30AsF6KN6O2S | ωB97M-V/def2-TZVPD

Cartesian coordinates (Å):
K -0.890 0.414 0.016
F 0.738 1.964 0.770
As -0.321 3.159 1.545
F 0.878 4.366 1.170
F -1.507 1.896 1.783
F -1.375 4.318 2.235
F 0.420 2.786 3.047
F -1.039 3.367 -0.074
O -7.070 -4.537 0.838
C -6.812 -3.297 1.459
N -6.955 -2.167 0.584
C -6.019 -1.648 -0.255
O -6.245 -0.675 -0.945
C -4.666 -2.294 -0.310
C -4.447 -3.642 -0.555
C -3.140 -4.079 -0.706
C -2.113 -3.160 -0.608
N -2.307 -1.860 -0.377
C -3.561 -1.451 -0.232
H -8.001 -4.581 0.593
H -5.783 -3.357 1.816
H -7.468 -3.149 2.321
H -7.843 -1.687 0.535
H -5.277 -4.332 -0.619
H -2.920 -5.118 -0.901
H -1.083 -3.471 -0.729
H -3.727 -0.390 -0.056
C -0.747 5.534 -2.358
C 0.351 4.925 -3.240
N 0.534 3.532 -2.851
C 1.452 3.298 -1.767
C 2.882 3.204 -2.316
C -0.149 2.495 -3.475
C -0.963 2.816 -4.690
N -0.031 1.333 -2.942
H -0.828 6.591 -2.601
H -0.505 5.429 -1.303
H -1.709 5.058 -2.539
H 1.303 5.427 -3.074
H 0.103 4.981 -4.296
H 1.178 2.379 -1.266
H 1.335 4.127 -1.070
H 2.971 2.361 -2.997
H 3.543 3.043 -1.466
H 3.198 4.114 -2.820
H -0.321 3.061 -5.537
H -1.632 3.656 -4.514
H -1.566 1.949 -4.955
H -0.493 0.628 -3.514
S 5.153 -3.690 1.571
C 3.660 -2.817 1.180
C 3.669 -1.513 0.690
C 2.466 -0.900 0.389
N 1.277 -1.488 0.533
C 1.282 -2.730 1.008
C 2.428 -3.431 1.337
C 5.565 -2.866 3.090
C 4.913 -3.195 4.274
C 5.266 -2.525 5.431
N 6.204 -1.586 5.489
C 6.831 -1.295 4.356
C 6.556 -1.896 3.139
H 4.603 -0.988 0.552
H 2.459 0.120 0.029
H 0.312 -3.195 1.137
H 2.358 -4.441 1.717
H 4.150 -3.959 4.293
H 4.768 -2.761 6.364
H 7.600 -0.535 4.419
H 7.108 -1.622 2.252

Energy relative to the best compared isomer or geometry (same formula, charge and spin) ... 0.089 eV
Charge ... +1
Spin multiplicity ... 2
Lowest unoccupied orbital energy (spin up / spin down) ... -0.091 / -0.251 Eh

Atomic partial charges in e from the natural (NBO) method, atoms 1 to 6: 0.948 -0.672 2.833 -0.622 -0.648 -0.592

---

[5]
C23H30BN4O6ReS3 | ωB97M-V/def2-TZVPD

Cartesian coordinates (Å):
Re 0.077 0.122 1.012
N 0.802 1.142 2.780
C 0.785 2.596 2.527
C -0.190 2.947 1.413
O -0.644 4.022 1.211
O -0.461 1.877 0.590
H 0.189 0.879 3.554
H 1.749 0.860 3.018
H 1.776 2.901 2.187
H 0.534 3.171 3.416
C -0.121 -3.537 0.926
S 0.909 -2.245 1.646
C 2.490 -2.753 0.925
H 0.360 -4.484 1.160
H -0.216 -3.411 -0.151
H -1.085 -3.518 1.428
H 2.458 -2.706 -0.159
H 2.692 -3.764 1.270
H 3.272 -2.099 1.303
C 8.337 1.237 -2.192
C 7.594 -0.104 -2.115
C 8.548 -1.190 -1.597
C 7.150 -0.489 -3.527
C 6.411 0.030 -1.157
C 6.656 0.368 0.183
C 5.650 0.513 1.126
C 4.363 0.305 0.679
O 3.165 0.373 1.372
B 2.172 0.073 0.434
O 2.736 -0.187 -0.798
C 4.100 -0.030 -0.634
C 5.097 -0.175 -1.576
H 9.186 1.154 -2.872
H 8.718 1.546 -1.219
H 7.680 2.026 -2.564
H 9.392 -1.299 -2.280
H 8.041 -2.154 -1.526
H 8.947 -0.944 -0.613
H 8.027 -0.572 -4.169
H 6.492 0.264 -3.966
H 6.638 -1.453 -3.543
H 7.677 0.525 0.504
H 5.865 0.776 2.153
H 4.849 -0.435 -2.594
N -7.789 0.324 3.146
C -6.483 -0.034 3.196
C -5.471 0.936 3.044
C -4.148 0.571 3.089
C -3.799 -0.767 3.276
C -4.786 -1.737 3.424
C -6.113 -1.377 3.386
S -2.125 -1.224 3.306
O -1.342 -0.362 4.153
O -2.040 -2.645 3.476
N -1.592 -0.819 1.799
C -2.132 -1.105 0.587
S -3.639 -1.709 0.050
C -3.088 -1.500 -1.590
C -1.852 -0.972 -1.629
N -1.301 -0.752 -0.384
H -8.054 1.291 3.100
H -8.511 -0.344 3.344
H -5.742 1.974 2.898
H -3.379 1.327 2.984
H -4.498 -2.769 3.576
H -6.881 -2.130 3.509
H -3.721 -1.768 -2.419
H -1.286 -0.725 -2.513

Energy relative to the best compared isomer or geometry (same formula, charge and spin) ... 0.000 eV
Charge ... +1
Spin multiplicity ... 2
Lowest unoccupied orbital energy (spin up / spin down) ... -0.147 / -0.144 Eh

Atomic partial charges in e from the natural (NBO) method, atoms 1 to 6: 1.137 -0.778 -0.357 0.774 -0.486 -0.657

---

[6]
C23H30BN7O3PdS | ωB97M-V/def2-TZVPD

Cartesian coordinates (Å):
Pd -0.134 -0.597 0.064
N 2.050 3.158 0.645
C 1.617 1.859 0.634
S -0.034 1.589 1.126
N 2.535 0.986 0.270
N 2.020 -0.272 0.166
C 2.775 -1.298 0.048
C 4.262 -1.280 0.049
C 4.977 -1.973 -0.928
C 6.364 -1.964 -0.940
C 7.061 -1.256 0.029
C 6.359 -0.552 0.998
C 4.972 -0.560 1.007
C 2.025 -2.599 -0.107
C 2.660 -3.824 0.033
C 1.940 -4.998 -0.134
C 0.600 -4.924 -0.456
C 0.019 -3.667 -0.541
N 0.698 -2.542 -0.341
H 1.532 3.791 1.230
H 3.051 3.279 0.620
H 4.444 -2.498 -1.710
H 6.898 -2.506 -1.709
H 8.143 -1.247 0.025
H 6.892 0.014 1.750
H 4.432 -0.010 1.764
H 3.709 -3.857 0.289
H 2.431 -5.956 -0.018
H 0.001 -5.810 -0.614
H -1.029 -3.524 -0.778
C -3.758 4.031 -0.433
N -3.069 2.791 -0.693
C -2.092 2.622 -1.750
C -1.718 1.156 -1.607
O -0.918 0.560 -2.266
N -2.518 0.624 -0.584
C -3.264 1.615 -0.089
N -4.123 1.410 0.914
H -3.059 4.856 -0.565
H -4.115 4.069 0.594
H -4.607 4.174 -1.106
H -1.210 3.243 -1.586
H -2.509 2.817 -2.739
H -3.940 0.523 1.401
H -4.415 2.201 1.461
C -3.893 -3.959 -0.702
C -3.820 -2.494 -0.315
C -4.998 -1.745 -0.940
O -2.610 -1.937 -0.826
B -2.207 -0.853 0.045
O -2.990 -0.992 1.270
C -3.695 -2.239 1.215
C -5.026 -2.092 1.933
C -2.836 -3.278 1.925
H -3.926 -4.044 -1.789
H -4.797 -4.423 -0.298
H -3.030 -4.516 -0.341
H -4.894 -1.793 -2.024
H -5.002 -0.694 -0.648
H -5.959 -2.184 -0.662
H -5.601 -1.250 1.547
H -4.855 -1.937 2.999
H -5.627 -2.997 1.818
H -1.881 -3.404 1.414
H -3.339 -4.245 1.990
H -2.628 -2.925 2.936

Energy relative to the best compared isomer or geometry (same formula, charge and spin) ... 0.000 eV
Charge ... 0
Spin multiplicity ... 1
Lowest unoccupied orbital energy ... 0.013 Eh

Atomic partial charges in e from the natural (NBO) method, atoms 1 to 6: 0.410 -0.802 0.306 -0.385 -0.447 -0.251

---

[7]
C23H30Br2CdNOPSbTe | ωB97M-V/def2-TZVPD

Cartesian coordinates (Å):
Cd 1.171 0.957 -0.058
Br -3.815 0.536 1.811
C -3.207 0.212 0.047
C -4.139 -0.148 -0.932
C -3.749 -0.363 -2.224
Br -5.064 -0.843 -3.516
C -2.393 -0.229 -2.597
C -1.888 -0.403 -3.905
C -0.555 -0.238 -4.153
C 0.299 0.099 -3.090
N -0.146 0.260 -1.870
C -1.459 0.118 -1.593
C -1.841 0.368 -0.209
O -0.982 0.714 0.665
H -5.180 -0.250 -0.656
H -2.570 -0.666 -4.703
H -0.151 -0.366 -5.148
H 1.367 0.220 -3.236
C 3.924 -3.514 1.225
C 2.802 -4.128 0.391
Sb 1.170 -2.744 0.049
C -0.356 -4.251 -0.417
C -0.034 -5.714 -0.129
C 0.663 -2.463 2.126
C 0.325 -3.721 2.915
H 4.730 -4.234 1.394
H 3.560 -3.189 2.202
H 4.342 -2.628 0.747
H 2.409 -5.027 0.870
H 3.170 -4.423 -0.594
H -0.584 -4.120 -1.478
H -1.255 -3.939 0.124
H 0.883 -6.028 -0.631
H -0.835 -6.377 -0.472
H 0.107 -5.893 0.938
H -0.161 -1.745 2.139
H 1.522 -1.937 2.549
H -0.546 -4.235 2.501
H 0.098 -3.487 3.959
H 1.157 -4.429 2.912
C -0.518 5.439 -1.723
P -0.542 3.771 -0.941
C -2.239 3.800 -0.242
C 0.471 4.071 0.551
C 1.757 4.598 0.408
C 2.604 4.705 1.496
C 2.186 4.278 2.748
C 0.916 3.749 2.903
C 0.062 3.643 1.814
H 0.462 5.638 -2.157
H -0.756 6.226 -1.005
H -1.250 5.451 -2.531
H -2.412 4.691 0.367
H -2.410 2.911 0.363
H -2.951 3.781 -1.069
H 2.117 4.888 -0.573
H 3.609 5.081 1.359
H 2.864 4.320 3.590
H 0.595 3.380 3.869
H -0.908 3.183 1.947
Te 3.553 0.643 0.869

Energy relative to the best compared isomer or geometry (same formula, charge and spin) ... 0.377 eV
Charge ... -1
Spin multiplicity ... 1
Lowest unoccupied orbital energy ... 0.083 Eh

Atomic partial charges in e from the natural (NBO) method, atoms 1 to 6: 1.274 0.036 -0.233 -0.219 -0.120 0.010